1.
Molecular formula: C4H10O3
Method: DFT, wB97M-V/def2-TZVPD

XYZ file:
```
17
Properties=species:S:1:pos:R:3:forces:R:3
C 2.6972 0.3759 -0.3696 -0.8139 -1.8482 -0.3858
C 1.5602 0.4032 -1.1730 -0.4206 1.2844 0.4509
C 0.3693 1.0943 -0.7813 0.4983 -1.9890 -0.9656
C 0.2121 1.4813 0.5281 -0.0638 2.0819 1.8132
O -0.8808 1.6508 1.2111 0.7266 -0.6726 -0.2575
H 3.6208 -0.0441 -0.7522 -0.0059 0.2622 -0.0377
H 2.5644 0.3361 0.7016 0.3910 0.8545 0.1372
H 1.5246 -0.0928 -2.1381 0.4331 0.4847 -0.1854
H -0.4530 1.1704 -1.4853 -0.1559 -0.2373 0.2046
H 1.0581 1.8959 1.0890 0.0910 -0.3033 -0.2863
H -1.4305 0.8258 1.2835 -0.8742 -0.2891 -0.1331
H -2.4133 -1.1191 0.8635 0.1827 -0.2969 0.1878
H -2.6565 -1.1363 2.3943 -0.0651 0.1332 0.1410
O -2.0692 -0.7988 1.7132 0.1301 0.6024 -0.5221
H -1.5199 -2.6490 -1.3482 -0.5463 0.0154 0.3654
H -0.6728 -1.4964 -1.0038 -0.1815 0.1481 0.3869
O -1.5110 -1.8973 -0.7328 0.6744 -0.2302 -0.9135
```
Positions in Å, forces in eV/Å.

Values from the calculation:
<S²>   0.79
HOMO (spin up / spin down)   -0.528 / -0.568 Ha
2S+1   2
Orbital gap (spin up / spin down)   8.98 / 8.14 eV
DFT total energy   -10442.892 eV
Charge   +1
LUMO level (spin up / spin down)   -5.38 / -7.31 eV
Energy above the lowest of the compared OMol25 structures with the same formula, charge and spin   0.481 eV

2.
Molecular formula: C35H55N2O2PReS4Si
Method: DFT, wB97M-V/def2-TZVPD

XYZ file:
```
101
Properties=species:S:1:pos:R:3:forces:R:3
Re 0.9252 0.7430 0.5533 -0.0311 -2.7512 0.6695
O 2.0370 0.3489 -0.8969 -0.4014 1.6291 0.5313
C 2.9925 -0.5903 -1.3312 0.2623 -1.9453 -0.5931
C 4.1242 -0.7939 -0.2887 -0.9618 -1.0171 -1.1759
C 4.9040 -1.9405 -0.2468 -0.6794 1.7419 0.4595
C 5.9240 -1.7537 0.7304 0.8115 -0.9866 -0.6005
C 5.8964 -0.5632 1.3633 -0.2715 -0.1794 -0.1122
S 4.5962 0.4162 0.8462 -0.0766 -0.4588 -0.6215
C 3.5355 -0.0450 -2.6698 0.4645 0.4907 0.9563
C 3.2812 1.1507 -3.2921 -1.2732 -0.0800 -0.3189
C 4.0093 1.3304 -4.5074 0.3636 0.1893 0.5084
C 4.8470 0.2754 -4.7154 -0.0671 0.4961 -0.2128
S 4.8144 -0.8458 -3.4618 0.0625 -0.7838 0.0640
C 2.2620 -1.9792 -1.5775 0.6334 0.7902 -0.3531
C 1.6720 -2.8223 -0.6787 0.1135 0.5242 0.7486
C 1.0284 -3.9339 -1.2603 -0.4034 -0.4908 -0.3032
C 1.1481 -3.9578 -2.6031 0.5978 1.0103 -1.2696
S 2.1070 -2.6032 -3.1956 -0.9596 -0.6401 0.8826
H 4.7471 -2.8141 -0.8832 0.1124 0.3517 0.3206
H 6.7285 -2.4806 0.8461 -0.2648 0.2229 0.2900
H 6.5873 -0.2037 2.0726 0.5503 0.3183 0.7297
H 2.4048 1.7551 -3.0419 0.4940 0.0586 0.1985
H 4.0332 2.2482 -5.1005 -0.3784 -0.5463 0.0141
H 5.4558 0.0778 -5.5675 0.4879 0.0946 -0.2981
H 1.6494 -2.6908 0.4005 0.2426 0.2682 -0.1535
H 0.4162 -4.6598 -0.7346 0.4820 0.1087 0.0402
H 0.6983 -4.6039 -3.3480 0.1954 -0.1322 0.2861
C 2.8967 0.6998 4.1435 -0.1968 -0.6997 -0.4662
Si 1.8344 -0.7983 3.5638 0.2121 -1.1403 0.3074
C 0.4420 -1.3091 4.7562 0.0799 -0.2662 0.1421
C 2.6505 -2.4712 3.1409 0.6918 -0.2971 -0.0348
O 1.2334 -0.4031 1.9943 -1.2133 1.1536 -0.7070
H 2.5984 1.6888 3.7299 0.3314 -0.7496 -0.1794
H 3.9551 0.4204 3.9181 -0.7276 0.6151 0.1791
H 2.7744 0.8331 5.2164 0.1663 -0.2474 0.1803
H 0.7820 -1.1928 5.8103 -0.1622 0.2660 -0.6386
H 0.2159 -2.4207 4.6971 0.0329 1.4124 -0.3691
H -0.4565 -0.6753 4.6020 0.3022 -0.5741 0.2623
H 3.0929 -2.9379 4.0524 -0.1925 0.4105 -0.5015
H 3.4484 -2.4658 2.3576 -0.4776 0.2478 0.6077
H 1.9039 -3.2245 2.7895 0.1865 0.7760 0.2694
N 1.7381 4.4535 -1.4003 -1.0333 -0.4519 1.2742
C 2.1904 3.7286 -0.3630 1.1130 0.4137 -2.3249
N 3.4698 3.4556 -0.2802 1.0953 -0.7887 1.5763
S 1.1569 3.0401 0.7738 -1.5835 0.1045 1.1253
H 2.3724 5.0867 -1.8352 0.2553 0.4063 -0.5701
H 0.7319 4.6565 -1.4475 0.8662 -0.0615 -0.0062
H 4.1293 3.6886 -1.0345 -0.3099 -0.2170 0.7014
H 3.7859 2.9135 0.5944 -0.3295 1.1670 -2.1906
C -2.3567 -3.8744 1.4672 -0.1090 -0.7591 -0.4894
C -1.6415 -3.3422 0.2585 0.5404 0.7905 -0.8370
C -2.4651 -2.2347 -0.3867 -0.8192 -0.3269 -1.3641
C -2.6092 -0.9779 0.4929 0.6717 -0.3944 0.8297
C -2.3240 -1.3660 1.9463 0.3202 -1.3078 1.1566
C -2.9866 -2.7638 2.2769 -0.7755 0.9774 0.0937
P -1.5679 0.4910 0.0281 -1.9486 0.6304 0.5709
C -1.9313 0.8805 -1.7997 0.6622 2.0201 1.7916
C -0.7804 0.5990 -2.7350 0.4689 -1.6326 1.1106
C -0.9933 1.0433 -4.1591 0.5512 0.0464 -1.1788
C -2.4058 0.7613 -4.6838 -0.6409 0.1872 0.0035
C -3.0574 -0.2367 -3.7374 -1.1953 -0.2055 0.4988
C -3.2735 0.4151 -2.3289 -0.8594 -0.3275 -1.6067
C -2.5749 1.8774 0.9926 0.3363 0.1008 0.6840
C -3.9291 2.3088 0.4065 -1.4054 -0.5003 -0.0349
C -4.8459 3.0815 1.4718 0.7668 0.4482 -0.7256
C -3.9631 3.9511 2.3975 -0.9520 -0.8521 0.8312
C -3.0111 3.0775 3.2497 -0.2606 0.5929 -0.5978
C -2.7477 1.7394 2.5616 -0.3568 -1.3084 -0.4028
H -1.5951 -4.4189 1.9968 -0.0387 -0.5181 0.7347
H -3.1439 -4.5886 1.1049 0.7438 0.4793 0.5072
H -1.5141 -4.1623 -0.4562 -0.0080 0.3166 0.0304
H -0.6074 -2.9175 0.4404 -1.1375 -0.5989 0.2125
H -3.4936 -2.6440 -0.6543 1.1103 0.5490 0.3997
H -1.9986 -1.9960 -1.3532 -0.1924 0.1255 0.0680
H -3.6299 -0.5958 0.4993 -0.0553 0.1950 -0.4214
H -2.6077 -0.6449 2.7136 -0.3477 -0.0738 -0.4880
H -1.2366 -1.4621 2.1136 -0.1936 -0.1780 -0.1836
H -4.0808 -2.7498 1.9986 0.9808 0.3605 0.5109
H -2.9167 -2.9633 3.3609 -0.1296 0.1661 -0.4846
H -1.9046 2.0025 -1.6964 -0.4766 -0.6736 -0.0974
H -0.6650 -0.5122 -2.7148 0.2956 0.6366 -0.2304
H 0.1405 0.9717 -2.2673 -0.0771 0.1277 -0.4978
H -0.2955 0.4116 -4.7234 -0.0314 0.3014 -0.1635
H -0.7046 2.0777 -4.3805 0.0195 -0.0746 0.3876
H -2.4058 0.3856 -5.7104 0.3145 -0.1964 0.1673
H -3.0533 1.6638 -4.7841 0.5184 -0.3550 0.4970
H -2.4127 -1.1184 -3.5916 -0.5221 0.0031 -0.4708
H -4.0657 -0.5151 -4.1299 0.8726 -0.1531 0.3377
H -3.9932 -0.1712 -1.7336 0.9652 -0.1317 0.1979
H -3.8600 1.2871 -2.5627 -0.2560 0.6656 0.0988
H -1.9547 2.7440 0.8281 0.6689 0.3893 0.1045
H -4.4980 1.4678 -0.0456 0.1815 0.2483 0.6106
H -3.7873 2.9607 -0.4510 0.2283 0.2903 -0.0187
H -5.4600 2.4087 2.0734 0.0924 -0.1191 -0.1920
H -5.5258 3.7420 0.8956 0.2715 -0.5034 0.3268
H -4.5537 4.5032 3.1499 -0.0609 0.0583 -0.7872
H -3.4182 4.6586 1.8027 0.3314 0.4530 -0.3056
H -3.4722 2.9178 4.2470 0.5265 -0.0428 -0.5603
H -2.1013 3.6912 3.3467 -0.0057 -0.5785 0.3497
H -3.6235 1.0307 2.7635 1.1519 0.9857 -0.3084
H -1.8676 1.2748 3.0103 0.0527 -0.0965 0.0107
```
Positions in Å, forces in eV/Å.

Values from the calculation:
<S²>   3.77
HOMO (spin up / spin down)   -0.490 / -0.490 Ha
2S+1   4
Orbital gap (spin up / spin down)   6.40 / 6.24 eV
DFT total energy   -106886.270 eV
Charge   +2
LUMO level (spin up / spin down)   -6.94 / -7.10 eV
Energy above the lowest of the compared OMol25 structures with the same formula, charge and spin   0.872 eV

3.
Molecular formula: C16H24N3
Method: DFT, wB97M-V/def2-TZVPD

XYZ file:
```
43
Properties=species:S:1:pos:R:3:forces:R:3
C 3.4824 -0.7146 2.9172 -0.1386 -0.0679 -0.1917
H 3.3971 -1.7813 3.1085 0.0367 -0.0905 0.1019
C 2.8054 -0.3494 1.6016 0.1603 0.2436 0.2110
C 2.9105 1.1496 1.3218 -0.0551 -0.2147 -0.2690
C 2.4485 1.5531 -0.0806 -0.1139 -0.0294 0.2048
H 2.5053 2.6391 -0.1743 0.0555 0.0548 -0.1092
C 1.0360 1.0888 -0.4491 0.0358 0.1596 -0.0250
C -0.0116 1.6877 0.4791 1.0721 0.0804 -0.0132
H 0.2283 1.4550 1.5178 -0.2132 0.0384 -0.0432
H -0.0666 2.7696 0.3472 -0.1908 -0.0550 0.0346
N -1.3654 1.1080 0.2189 -0.3217 0.2993 0.0281
H -2.0223 1.5753 0.8533 -0.0119 -0.1978 -0.0739
C -1.8197 1.1845 -1.1685 -0.4160 -0.1760 -0.8814
C -2.0246 2.2986 -1.9471 0.0569 -0.1526 0.1927
C -2.4534 2.0889 -3.2531 -0.0099 0.0516 -0.0394
C -2.6656 0.8063 -3.7368 0.0311 0.1075 0.0498
C -2.4641 -0.3160 -2.9456 0.0960 -0.0672 0.2863
C -2.0337 -0.1122 -1.6468 -0.0485 0.6807 -0.1506
N -1.7572 -1.0065 -0.6315 0.1291 0.1806 0.1510
C -1.3822 -0.3465 0.4997 0.1350 -1.1502 1.0355
N -1.0679 -0.7909 1.6300 -0.0902 1.1680 -0.4095
C -1.0650 -2.2273 1.7904 0.0213 -0.4522 -0.0490
H -0.2592 -2.4648 2.4874 -0.1183 -0.1220 -0.0458
C -0.8755 -2.9672 0.4624 -0.0808 0.1651 0.0768
H -1.0245 -4.0351 0.6072 0.0314 -0.0264 -0.0390
C -1.8521 -2.4512 -0.5979 -0.0336 -0.4453 0.0529
H -1.6002 -2.8481 -1.5834 -0.0392 0.0574 0.0647
H -2.8792 -2.7452 -0.3542 0.0792 0.0011 -0.0792
H 0.1470 -2.8084 0.1128 0.0109 -0.0559 -0.0278
H -2.0079 -2.5080 2.2682 0.0632 -0.0655 0.0232
H -2.6403 -1.3070 -3.3293 -0.0233 -0.1321 -0.0385
H -2.9998 0.6751 -4.7536 -0.0356 -0.0107 -0.1051
H -2.6245 2.9378 -3.8941 -0.0196 0.0882 -0.0628
H -1.8625 3.2953 -1.5690 0.0285 0.1514 0.0453
H 0.8278 1.3810 -1.4808 -0.0408 -0.0705 0.0191
H 0.9971 0.0005 -0.3915 -0.0499 -0.0875 -0.0383
H 3.1355 1.1253 -0.8121 0.0040 0.0600 -0.0553
H 3.9555 1.4477 1.4201 0.0060 0.0753 0.0903
H 2.3531 1.7008 2.0818 0.0327 0.0662 0.1093
H 3.2789 -0.9014 0.7867 -0.0637 -0.0589 -0.1028
H 1.7560 -0.6501 1.6539 -0.0788 -0.0592 -0.1054
H 4.5378 -0.4570 2.8881 0.1229 0.0169 0.0450
H 3.0227 -0.1798 3.7450 -0.0149 0.0409 0.1328
```
Positions in Å, forces in eV/Å.

Values from the calculation:
HOMO   -0.438 Ha
2S+1   1
Orbital gap   9.12 eV
DFT total energy   -21446.027 eV
Charge   +1
LUMO level   -2.80 eV
Structure (SMILES)   CCCCCC[N@@H+]1C2=NCCCN2c2ccccc21
Energy above the lowest of the compared OMol25 structures with the same formula, charge and spin   0.808 eV

4.
Molecular formula: C18H18DyF5N6O2S
Method: DFT, wB97M-V/def2-TZVPD

XYZ file:
```
51
Properties=species:S:1:pos:R:3:forces:R:3
Dy -0.5923 0.1340 -0.0275 -0.4883 -0.0902 -1.3450
N -4.1560 -1.2400 7.2511 -0.0200 -0.0232 0.0335
C -3.3580 -0.9485 6.2065 -0.0103 0.0080 0.0317
C -2.5499 0.2092 6.2244 -0.0121 -0.0311 -0.0123
C -1.7385 0.5056 5.1628 0.0624 -0.0538 0.0064
C -1.6988 -0.3581 4.0577 -0.2612 -0.0216 0.2770
C -2.5080 -1.5001 4.0123 -0.0058 0.0400 -0.0156
C -3.3181 -1.7934 5.0788 0.0086 -0.0164 -0.0226
S -0.7881 0.1149 2.7128 -0.0604 0.0314 0.6305
O 0.4882 0.6965 3.0812 0.1204 -0.0165 -0.0154
O -0.6346 -1.0861 1.8092 0.1147 0.1241 0.2695
N -1.5838 1.0985 1.7259 0.4451 0.6422 0.2943
C -1.1210 2.4258 1.5411 -0.2777 -0.5977 0.2647
N -0.3585 2.5381 0.4396 0.0799 -0.1294 -0.1886
C 0.0491 3.7672 0.0878 -0.1598 -0.0019 0.1179
C -0.2813 4.8553 0.8619 0.0184 -0.0258 -0.0366
C -1.0451 4.6138 2.0014 -0.0195 0.0466 0.0158
N -1.4796 3.4019 2.3463 0.1452 0.1164 -0.0850
H -4.1977 -0.6470 8.0601 0.0141 0.0198 -0.0160
H -4.7395 -2.0571 7.2487 0.0031 -0.0034 -0.0183
H -2.5748 0.8641 7.0854 -0.0063 0.0009 -0.0064
H -1.1288 1.3996 5.1879 0.0143 -0.0158 -0.0375
H -2.4982 -2.1528 3.1495 0.0361 0.0251 -0.0184
H -3.9356 -2.6818 5.0546 -0.0030 0.0060 0.0062
H 0.6316 3.8575 -0.8202 0.0064 0.0060 -0.0031
H 0.0344 5.8525 0.5952 -0.0134 0.0037 0.0096
H -1.3253 5.4318 2.6546 -0.0209 -0.0332 0.0264
N 5.3650 -0.7232 0.4883 -0.0600 -0.0021 0.0301
C 4.4406 0.3054 1.1281 0.1932 -0.1827 -0.0037
C 3.1798 0.5838 0.3144 0.0020 0.1206 0.0000
N 2.0389 -0.3046 0.5654 0.0225 0.0512 0.1291
H 6.1830 -0.8861 1.0823 0.0200 0.0183 -0.0021
H 5.7101 -0.4084 -0.4220 -0.0091 0.0224 -0.0049
H 4.9189 -1.6329 0.3509 -0.0323 0.0091 0.0072
H 5.0491 1.2002 1.2407 -0.0359 0.0341 -0.0227
H 4.2057 -0.0833 2.1181 -0.0389 0.0745 0.0215
H 3.4000 0.6179 -0.7554 0.0566 -0.0514 0.0027
H 2.8770 1.5954 0.5882 -0.0757 -0.0223 -0.0151
H 1.7533 -0.1951 1.5437 0.0127 -0.0459 0.0166
H 2.2788 -1.2858 0.4515 -0.0522 -0.0112 -0.0784
F -2.6716 -2.1349 0.1298 0.0960 0.0720 -0.1152
C -3.3931 -1.0425 -0.2701 -0.2088 -0.3070 0.1348
C -2.7407 -0.0415 -0.9486 0.5470 0.0881 -0.1062
C -3.4960 1.0715 -1.2388 -0.3800 0.1873 -0.0551
F -2.9284 2.1499 -1.8313 0.1863 -0.1075 0.0332
C -4.8356 1.1836 -0.9060 0.0251 -0.1044 -0.0057
F -5.5375 2.2705 -1.1995 0.0167 0.0098 -0.0038
C -5.4480 0.1334 -0.2321 -0.0418 0.0339 -0.0117
F -6.7258 0.2229 0.0966 0.0244 -0.0184 0.0045
C -4.7220 -1.0005 0.1050 -0.0214 0.1413 -0.1204
F -5.3037 -1.9912 0.7720 0.0436 -0.0197 0.0025
```
Positions in Å, forces in eV/Å.

Values from the calculation:
<S²>   9.33
HOMO (spin up / spin down)   -0.471 / -0.471 Ha
2S+1   6
Orbital gap (spin up / spin down)   6.52 / 6.52 eV
DFT total energy   -80484.821 eV
Charge   +2
LUMO level (spin up / spin down)   -6.29 / -6.29 eV
Energy above the lowest of the compared OMol25 structures with the same formula, charge and spin   0.015 eV

5.
Molecular formula: C19H23N3O5S
Method: DFT, wB97M-V/def2-TZVPD

XYZ file:
```
51
Properties=species:S:1:pos:R:3:forces:R:3
C -0.3630 -2.8968 -6.5731 0.2002 0.2186 0.2965
C 0.7893 -2.0854 -5.9974 0.1366 -0.4061 -0.4325
H 1.6723 -2.7208 -5.8690 -0.1046 0.1836 -0.0617
H 1.0306 -1.2344 -6.6377 0.0124 -0.0994 0.0994
O 0.4442 -1.5159 -4.7386 -0.0983 0.1843 0.0131
C 0.5931 -2.2925 -3.6505 0.1881 -0.3910 0.0682
O 1.0321 -3.4196 -3.6875 -0.0456 0.1080 -0.1574
C 0.1610 -1.5687 -2.4640 -0.2415 0.4216 0.4321
C 0.1723 -1.9664 -1.1488 0.0354 0.0522 -0.4769
C -0.3490 -0.9523 -0.2940 -0.0790 0.2964 -0.1711
C -0.7352 0.1762 -1.0094 0.1775 -0.3218 -0.3358
N -1.2548 1.3102 -0.4641 -0.0573 -0.0247 0.4199
C -1.5410 2.4103 -1.2069 -0.1253 0.2138 0.1902
O -1.4020 2.4354 -2.4119 -0.1422 0.3435 -0.0560
C -2.0511 3.5755 -0.3705 0.0132 0.2237 -0.1096
N -1.5906 3.4370 0.9935 -0.2903 0.2245 0.1322
H -2.1672 3.9628 1.6387 -0.0004 -0.1109 -0.0903
C -0.1801 3.7604 1.1870 0.0734 0.0237 0.2177
C 0.3327 3.0211 2.3926 0.1740 0.0809 0.0685
C 1.1705 1.9182 2.2655 -0.1157 0.3571 -0.1202
N 1.6183 1.2150 3.2886 0.2831 -0.2625 -0.0247
C 1.2398 1.5690 4.5051 -0.0588 0.0720 0.2031
C 0.4112 2.6505 4.7560 -0.0746 0.0185 -0.0462
C -0.0471 3.3878 3.6778 0.1380 -0.1291 -0.1130
H -0.6921 4.2418 3.8329 -0.0577 0.1037 0.0305
H 0.1315 2.9081 5.7658 -0.0028 0.0042 0.0890
H 1.6241 0.9576 5.3112 -0.0078 -0.0034 0.1398
H 1.5060 1.5886 1.2896 -0.0366 0.0364 -0.1774
H 0.3687 3.4327 0.3007 0.0197 0.0611 0.0407
H -0.0123 4.8435 1.3083 0.0041 -0.1555 -0.1293
H -1.7467 4.5130 -0.8628 -0.0386 -0.2046 -0.0229
H -3.1439 3.5306 -0.3843 0.0600 0.0253 -0.0424
H -1.3640 1.3231 0.5571 -0.0231 0.0305 -0.3141
S -0.4746 0.0427 -2.6982 0.1642 -0.5202 0.3154
C -0.4924 -0.9790 1.1627 -0.2349 0.2561 -0.0410
O -0.9857 -0.0621 1.8000 0.0599 -0.1692 0.0547
O -0.0438 -2.1006 1.7192 0.1085 -0.1168 -0.2452
C -0.0568 -2.2029 3.1428 -0.0029 0.0965 0.7149
C 1.3570 -2.0697 3.6887 -0.2855 -0.0046 -0.3339
H 2.0006 -2.8272 3.2484 0.0951 -0.0953 0.0115
H 1.7520 -1.0830 3.4539 0.0526 -0.0188 0.0269
H 1.3427 -2.2013 4.7670 0.0162 -0.0364 0.1569
H -0.4760 -3.1874 3.3696 0.0034 0.1471 -0.0657
H -0.7047 -1.4204 3.5500 0.0651 -0.2212 -0.0585
C 0.6701 -3.2890 -0.6855 0.1139 -0.2527 -0.1129
H 0.9925 -3.8825 -1.5347 -0.0004 -0.0190 0.0686
H -0.1154 -3.8153 -0.1472 0.0094 -0.0645 0.0642
H 1.5023 -3.1515 0.0020 0.0291 -0.0579 0.0673
H -0.0949 -3.2638 -7.5598 0.0036 -0.0514 -0.1235
H -1.2535 -2.2778 -6.6516 -0.0879 0.0291 -0.0587
H -0.5771 -3.7448 -5.9272 -0.0252 -0.0753 -0.0004
```
Positions in Å, forces in eV/Å.

Values from the calculation:
HOMO   -0.304 Ha
2S+1   1
Orbital gap   8.81 eV
DFT total energy   -45620.725 eV
LUMO level   0.53 eV
Structure (SMILES)   CCOC(=O)c1sc(NC(=O)CNCc2cccnc2)c(C(=O)OCC)c1C
Energy above the lowest of the compared OMol25 structures with the same formula, charge and spin   0.000 eV